(1)
The following is a quantum chemistry calculation of 8 unconnected molecules or ions with the total composition C36H64BN3O24 at a distorted geometry, from the Open Molecules 2025 dataset.

Geometry as ORCA input:
```
! RIJCOSX wB97M-V def2-TZVPD def2/J DEFGRID3
* xyz 0 1
O 0.30 -4.37 -1.91
O 6.08 10.13 5.41
O 4.93 -3.30 9.17
O -1.94 1.04 1.68
O -2.99 8.09 -2.16
O 2.91 -3.19 8.39
O -2.86 -10.53 2.82
O 0.70 -0.58 0.37
O 7.14 -3.70 -13.74
O -0.04 -2.88 -0.23
O 9.73 10.81 1.55
O 0.88 1.50 1.26
O -0.25 -2.22 -3.62
O -4.58 8.97 -3.46
O -3.05 -9.50 -7.36
O -1.71 -9.92 -8.97
O -2.68 -12.70 2.83
O -0.51 -1.05 -1.65
O -3.54 -11.10 -8.80
O 6.37 -5.58 -9.12
O 4.51 -2.92 6.94
O -4.91 7.21 -2.05
O -4.04 -11.83 4.34
O -1.47 -1.08 0.65
N 8.95 9.90 4.22
N -10.69 2.03 7.14
N 4.68 -4.49 -11.74
C -4.15 6.19 -1.51
C -0.95 -9.11 -8.05
C -9.49 1.07 6.91
C -1.85 -8.91 -6.89
C 8.33 10.94 5.12
C 10.33 10.14 3.82
C -11.91 1.26 7.69
C 4.19 -3.04 8.23
C -9.44 0.68 5.40
C 9.97 11.68 0.43
C -3.27 -11.70 3.41
C 5.31 -4.58 -9.24
C 10.49 11.22 2.73
C 6.76 -2.40 -13.48
C 7.13 -4.57 -12.64
C -13.98 -0.13 6.94
C 6.81 -5.93 -7.81
C 5.13 -3.72 -10.57
C 7.27 10.40 6.11
C -0.25 -2.10 -2.41
C -10.25 3.10 8.12
C -2.85 7.03 -1.29
C -12.49 0.23 6.67
C 5.50 8.83 5.34
C -10.97 2.70 5.76
C -2.81 -10.27 -8.36
C 2.24 -2.92 7.18
C -1.26 0.21 1.15
C 0.24 0.45 0.94
C -1.91 -12.29 1.70
C -0.05 -3.24 -1.46
C -10.27 1.78 4.71
C -1.97 -10.75 1.83
C -4.24 8.09 -2.62
C 3.38 -2.99 6.10
C 5.75 -5.26 -12.28
B -0.36 -1.44 -0.19
H -12.67 2.02 7.87
H -0.01 -9.60 -7.78
H 9.62 11.21 -0.49
H -11.03 1.39 4.02
H -8.44 0.72 4.97
H 10.72 9.15 3.59
H 7.36 -1.77 -12.82
H 5.91 -2.96 -10.61
H 4.38 -5.09 -9.00
H -2.29 -12.58 0.72
H -9.77 2.78 9.04
H -14.24 -0.40 7.96
H -10.48 3.67 5.75
H -0.93 -12.75 1.68
H -12.06 2.77 5.75
H 5.92 -6.18 -11.72
H -14.20 -0.97 6.29
H 1.43 -3.60 6.95
H -8.61 1.68 7.10
H 4.57 8.66 4.79
H 6.96 11.25 6.71
H 7.42 9.48 6.68
H -1.55 -9.50 -6.03
H 6.78 -5.21 -6.99
H -2.28 -10.38 0.85
H -9.51 2.39 4.21
H -3.93 5.50 -2.31
H 6.69 -1.91 -14.45
H 6.13 8.00 5.03
H -11.81 -0.61 6.72
H 10.91 10.60 4.62
H -9.71 -0.36 5.21
H 6.06 -6.68 -7.53
H 5.07 8.68 6.33
H -9.56 3.77 7.62
H 7.71 -5.42 -13.03
H -1.95 -7.86 -6.64
H 7.79 -6.40 -7.87
H 1.87 -1.92 7.41
H -11.73 0.79 8.66
H 4.20 -3.18 -10.37
H -0.77 -8.21 -8.65
H 8.29 9.71 3.48
H 9.01 11.57 5.69
H 5.40 -3.88 -8.41
H 5.31 -5.68 -13.19
H 3.14 -2.11 5.49
H 3.14 -3.93 5.61
H 11.50 11.57 2.56
H 4.37 -3.96 -12.54
H 7.64 -4.11 -11.79
H 5.83 -2.39 -12.91
H -4.47 5.96 -0.49
H -9.59 0.15 7.47
H 11.04 11.87 0.42
H 7.76 11.63 4.50
H -0.96 -10.36 1.96
H -1.90 6.57 -1.57
H -11.08 3.74 8.41
H 9.98 12.09 3.14
H 9.41 12.61 0.40
H -14.48 0.79 6.63
H -12.49 0.60 5.64
H -2.83 7.24 -0.22
*
```

Output
* calculated total energy: -3404.8252 Eh
* max |F|: 8.96 eV/Å
* orbital gap: 6.7 eV

---

(2)
The following is a quantum chemistry calculation of a molecular structure, C29H28AsF6GeNO8PSTi at a distorted geometry, from the Open Molecules 2025 dataset.

Geometry as ORCA input:
```
! RIJCOSX wB97M-V def2-TZVPD def2/J DEFGRID3
* xyz -2 2
As 3.29 -0.09 -1.50
Ge -1.42 -2.80 -2.80
Ti 0.00 -0.23 -0.50
S 1.83 0.95 1.20
P -1.04 1.79 1.36
F 1.99 0.49 -2.48
F 4.40 0.27 -2.91
F 2.19 -1.06 -0.42
F 4.67 -0.77 -0.67
F 3.83 1.50 -1.03
F 3.20 -1.64 -2.43
O 3.20 0.57 1.39
O 1.42 1.33 -0.18
O -0.63 1.03 -1.74
O -6.05 -0.77 -0.20
O -2.32 2.20 -2.68
O 0.82 0.00 1.70
O -0.27 -1.95 0.32
O -1.61 -3.24 1.58
N -1.95 -0.42 -0.42
C 0.06 -1.68 -2.27
C -1.36 0.71 3.95
C -3.87 -1.56 0.38
C -2.07 0.08 4.96
C -1.99 1.06 2.76
C -3.19 3.75 1.52
C -3.29 5.58 -0.05
C -3.80 4.91 1.05
C -1.89 1.35 -1.90
C 0.20 2.74 2.33
C -1.54 3.94 -0.22
C 1.55 2.41 2.17
C -4.05 0.14 3.61
C -3.34 0.76 2.60
C 2.57 3.14 2.76
C -3.42 -0.20 4.80
C -2.92 -1.78 -3.61
C -1.42 -2.30 0.82
C -2.07 -4.29 -1.67
C -2.73 0.51 -1.04
C -0.10 3.83 3.15
C -2.15 5.09 -0.68
C 0.91 4.54 3.77
C 2.25 4.22 3.57
C -4.68 -0.62 -0.27
C -2.05 3.25 0.89
C -2.51 -1.42 0.29
C -0.56 -3.81 -4.32
C -4.11 0.43 -0.98
H -6.44 -0.07 -0.75
H -1.28 -4.47 -4.82
H -3.80 -1.80 -2.97
H 3.03 4.79 4.05
H 3.59 2.83 2.58
H 0.66 5.37 4.43
H 0.31 -0.95 -3.03
H -1.14 4.10 3.30
H -5.10 -0.10 3.47
H -2.67 -3.96 -0.83
H 0.25 -4.42 -3.93
H -3.83 1.00 1.66
H -4.69 5.28 1.54
H -0.30 0.90 4.07
H -1.75 5.60 -1.55
H -0.15 -3.12 -5.05
H -3.60 3.24 2.38
H -2.62 -0.74 -3.75
H -2.67 -4.98 -2.27
H -1.21 -4.83 -1.27
H -3.76 6.48 -0.41
H -3.19 -2.20 -4.58
H -1.56 -0.19 5.88
H -0.66 3.54 -0.71
H -4.72 1.16 -1.50
H 0.90 -2.28 -1.94
H -3.97 -0.67 5.60
H -4.30 -2.39 0.93
*
```

Output
* calculated total energy: -8279.7706 Eh
* max |F|: 6.34 eV/Å
* orbital gap (spin up / spin down): 4.6 / 6.2 eV
* energy relative to the best compared isomer or geometry (same formula, charge and spin): 3.6782 eV

---

(3)
The following is a quantum chemistry calculation of a molecular structure, C36H40O3P2STi at a distorted geometry, from the Open Molecules 2025 dataset.

Geometry as ORCA input:
```
! RIJCOSX wB97M-V def2-TZVPD def2/J DEFGRID3
* xyz 0 3
Ti 1.49 -3.58 0.30
S 2.37 -5.73 1.60
P -1.49 1.94 -2.38
P -2.37 2.00 0.09
O 3.62 -5.78 2.32
O 1.36 -4.65 2.04
O 2.47 -5.28 0.10
C -6.23 3.07 0.78
C 2.32 -2.13 3.49
C -3.03 4.35 -6.05
C 2.79 -0.85 2.85
C -3.74 4.40 -4.84
C 1.21 -0.39 -4.34
C 5.16 -2.56 2.57
C -0.20 -0.47 2.44
C -1.63 0.68 3.98
C 1.47 -7.32 1.50
C 3.07 -3.14 3.95
C -3.81 2.95 0.62
C -3.33 3.63 -3.75
C -1.94 3.47 -6.19
C 0.10 1.24 -2.93
C -2.21 2.78 -3.89
C -4.86 4.95 1.49
C 1.35 1.84 -2.67
C 4.48 -2.91 1.30
C -0.83 3.38 -1.50
C -1.20 3.37 -0.19
C 3.48 -2.16 0.70
C -0.57 -0.21 3.76
C -2.24 1.35 2.90
C -1.72 1.19 1.60
C -0.29 -3.60 -0.73
C -6.11 4.35 1.34
C 4.56 -3.21 3.86
C 2.49 1.37 -3.31
C 2.43 0.28 -4.18
C -1.53 2.70 -5.11
C -5.08 2.37 0.40
C 0.06 0.07 -3.71
C -3.70 4.25 1.13
C -0.66 0.30 1.39
C 3.10 -0.82 1.33
H -7.01 4.88 1.66
H -0.89 -0.45 -3.82
H 2.28 -0.35 0.75
H 3.44 1.87 -3.13
H -3.31 4.98 -6.88
H 1.59 -7.81 2.47
H 0.34 -3.50 -1.66
H 3.42 -2.19 -0.41
H 0.39 -7.20 1.32
H 3.32 -0.06 -4.71
H -0.23 0.18 0.39
H 6.21 -2.88 2.51
H 5.18 -1.47 2.69
H 1.95 -7.97 0.75
H 4.89 -3.79 0.80
H 1.42 2.69 -1.99
H -0.96 4.05 0.63
H -0.85 -2.67 -0.61
H 2.60 -4.01 4.43
H 3.60 -0.42 3.46
H -0.66 2.05 -5.20
H -7.21 2.61 0.64
H 3.93 -0.11 1.21
H -1.98 0.84 5.00
H -0.06 -0.69 4.59
H 1.16 -1.28 -4.97
H -3.10 1.98 3.09
H -1.40 3.40 -7.14
H 5.02 -2.73 4.74
H 1.98 -0.12 3.01
H 0.47 -1.29 2.18
H 1.22 -2.22 3.57
H 4.87 -4.26 3.86
H -5.14 1.38 -0.07
H -2.72 4.73 1.25
H -0.23 4.11 -2.05
H -4.59 5.07 -4.74
H -0.91 -4.50 -0.76
H -4.77 5.97 1.87
H -3.86 3.70 -2.79
*
```

Output
* calculated total energy: -3551.6756 Eh
* max |F|: 3.61 eV/Å
* orbital gap (spin up / spin down): 6.2 / 6.9 eV
* energy relative to the best compared isomer or geometry (same formula, charge and spin): 2.1999 eV

---

(4)
The following is a quantum chemistry calculation of a molecular structure, C5H12BiClN4O5S2, from the Open Molecules 2025 dataset.

Geometry as ORCA input:
```
! RIJCOSX wB97M-V def2-TZVPD def2/J DEFGRID3
* xyz 2 1
Bi 0.32 0.60 1.16
Cl -1.44 -1.69 2.07
S 0.04 0.55 -1.34
S -3.02 1.52 1.62
O -1.11 -0.63 3.00
O -2.61 -1.37 1.36
O -1.42 -2.96 2.61
O -0.27 -1.56 1.06
O -1.63 1.42 0.87
N 1.87 -0.39 -3.13
N 2.47 -0.78 -1.15
N 3.07 -1.00 -3.23
N 2.42 -0.88 0.24
C -3.17 3.30 1.83
C -4.18 1.33 0.27
C 3.45 -1.25 -2.03
C 4.71 -1.91 -1.62
C 1.48 -0.23 -1.88
H 5.25 -2.20 -2.51
H 5.34 -1.23 -1.04
H 2.11 -1.82 0.51
H -2.99 3.81 0.89
H -2.48 3.64 2.60
H -4.19 3.49 2.17
H 4.51 -2.80 -1.02
H -5.15 1.67 0.61
H -4.24 0.27 0.01
H -3.85 1.92 -0.59
H 1.37 -0.11 -3.97
H 3.34 -0.71 0.64
*
```

Output
* calculated total energy: -2263.2545 Eh
* max |F|: 0.89 eV/Å
* orbital gap: 9.0 eV